[1]
Here is a cluster of 8 separate species, C29H75N12O15P3 in total in a non-equilibrium geometry from the Open Molecules 2025 dataset. Energies are from ωB97M-V with the def2-TZVPD basis set.

Cartesian coordinates (Å):
P1 3.75 2.36 -0.84
P2 -3.56 1.62 -6.84
P3 2.63 -2.14 4.14
O1 0.61 3.04 5.70
O2 2.39 -1.56 2.82
O3 -3.15 3.00 -7.20
O4 2.43 -1.79 -5.46
O5 -4.21 0.12 2.15
O6 -1.94 0.69 1.73
O7 0.53 -1.25 -4.46
O8 -0.99 -3.97 1.56
O9 -2.34 -5.06 0.34
O10 -0.11 -5.53 0.29
O11 3.59 1.40 -1.93
O12 -1.16 -0.69 -1.57
O13 -3.23 1.84 3.16
O14 0.13 -2.50 -1.24
O15 2.20 2.76 4.33
N1 -3.67 0.39 -8.07
N2 -2.69 0.96 -5.51
N3 3.12 -0.96 5.30
N4 4.64 1.74 0.51
N5 -0.22 -1.29 -1.10
N6 4.50 3.80 -1.32
N7 1.74 -1.43 -4.56
N8 -5.11 1.56 -6.09
N9 1.05 2.60 4.68
N10 1.28 -2.95 4.79
N11 3.90 -3.31 4.22
N12 2.25 2.95 -0.25
C1 -2.19 -3.20 1.56
C2 2.05 3.72 1.05
C3 -4.57 -3.91 0.74
C4 -6.01 0.35 -6.05
C5 -3.09 -3.88 0.46
C6 6.20 1.57 0.55
C7 -5.24 0.80 2.87
C8 -0.02 -2.52 4.40
C9 4.44 -4.02 3.02
C10 -5.63 2.72 -5.28
C11 2.53 -1.26 -3.32
C12 4.06 4.44 -2.64
C13 -2.85 -0.36 -4.99
C14 -2.42 -0.14 -8.49
C15 -4.50 0.81 -9.12
C16 -1.29 1.28 -5.31
C17 -6.01 -0.07 3.89
C18 4.96 4.69 -0.28
C19 -1.07 -4.92 0.75
C20 2.20 -0.64 6.44
C21 0.14 1.70 3.89
C22 0.61 -0.55 -0.10
C23 1.13 2.85 -1.12
C24 -4.57 1.99 3.52
C25 3.90 1.01 1.57
C26 1.29 -4.07 5.89
C27 4.30 -0.09 5.16
C28 4.44 -3.75 5.55
C29 -3.06 0.80 2.30
H1 2.25 -2.11 -2.70
H2 -0.80 0.92 -6.22
H3 3.61 -1.24 -3.45
H4 -5.55 2.49 -4.22
H5 2.61 3.38 1.93
H6 4.17 -4.78 5.79
H7 4.96 -3.20 2.51
H8 0.63 -1.18 0.79
H9 -3.91 -0.42 -4.75
H10 -0.25 -2.35 3.35
H11 -0.76 0.69 -4.57
H12 -2.83 -3.38 -0.48
H13 1.56 -0.36 -0.59
H14 3.90 1.50 2.55
H15 6.52 1.63 1.59
H16 0.08 0.34 0.25
H17 3.85 3.88 -3.55
H18 2.94 0.59 1.25
H19 4.66 5.31 -2.91
H20 -2.67 -2.95 2.51
H21 -4.65 1.94 4.61
H22 -5.42 1.33 -8.83
H23 3.97 -3.22 6.38
H24 -6.28 -0.97 3.35
H25 2.83 -0.04 7.09
H26 -5.15 3.66 -5.52
H27 -0.72 -3.20 4.87
H28 3.61 -4.30 2.38
H29 1.93 -1.53 7.02
H30 -4.83 -0.06 -9.69
H31 -4.95 -2.89 0.66
H32 -5.16 -4.55 0.08
H33 3.95 0.87 4.78
H34 0.44 1.80 2.85
H35 -0.85 2.12 4.07
H36 -1.65 0.63 -8.55
H37 -4.57 -4.15 1.80
H38 -5.90 1.25 2.12
H39 0.27 -4.37 6.14
H40 3.03 4.78 -2.49
H41 1.21 3.73 -1.76
H42 -1.04 2.34 -5.20
H43 2.13 -0.43 -2.73
H44 5.07 4.21 0.69
H45 -6.49 0.15 -5.09
H46 -3.98 1.46 -9.82
H47 5.09 -0.56 4.57
H48 -2.01 -2.24 1.09
H49 -6.77 0.61 -6.79
H50 -5.52 -0.42 4.80
H51 4.66 -0.19 6.19
H52 4.51 0.13 1.77
H53 6.67 2.39 0.00
H54 -2.40 -0.45 -4.00
H55 5.21 -4.77 3.18
H56 -5.17 2.88 3.32
H57 1.21 1.96 -1.75
H58 -7.03 0.23 4.14
H59 2.07 4.80 0.88
H60 5.50 -3.52 5.46
H61 -6.69 2.93 -5.42
H62 6.00 4.92 -0.54
H63 -5.42 -0.50 -6.41
H64 0.16 0.63 4.09
H65 -1.94 -0.86 -7.83
H66 1.72 -3.73 6.83
H67 1.39 -0.01 6.08
H68 1.94 -4.88 5.60
H69 6.48 0.69 -0.03
H70 -2.51 -0.56 -9.50
H71 -0.19 -1.55 4.88
H72 -2.47 -1.11 -5.69
H73 1.04 3.52 1.39
H74 0.18 2.94 -0.58
H75 4.43 5.63 -0.21

Summary:
LUMO level = 0.0 eV
Spin multiplicity = 1
Energy above the lowest of the compared OMol25 structures with the same formula, charge and spin = 138.7 kcal/mol
SMILES = CN(C)P(=O)(N(C)C)N(C)C.CN(C)P(=O)(N(C)C)N(C)C.CN(C)P(=O)(N(C)C)N(C)C.C[C@H]1COC(=O)O1.C[C@H]1COC(=O)O1.C[N+](=O)[O-].C[N+](=O)[O-].C[N+](=O)[O-]
HOMO level = -7.9 eV


[2]
Here is an isolated molecule of C4H12N2O in a non-equilibrium geometry from the Open Molecules 2025 dataset. Energies are from ωB97M-V with the def2-TZVPD basis set.

Cartesian coordinates (Å):
O1 1.44 -1.88 -1.37
N1 -0.37 1.04 1.43
N2 -1.05 0.97 -1.39
C1 -0.19 -0.11 -0.81
C2 0.93 -0.59 -1.67
C3 -0.87 -0.07 2.23
C4 0.55 0.62 0.34
H1 1.80 0.14 -1.85
H2 -1.31 -0.98 1.65
H3 -1.38 1.38 -0.53
H4 -1.80 0.35 2.85
H5 -1.94 0.40 -1.64
H6 1.23 -0.10 0.91
H7 0.17 1.69 2.07
H8 0.42 -0.66 -2.61
H9 -0.13 -0.48 3.02
H10 1.15 1.38 -0.09
H11 -0.73 -1.13 -0.41
H12 2.07 -1.97 -2.13

Summary:
LUMO level = 1.0 eV
Spin multiplicity = 1
Energy above the lowest of the compared OMol25 structures with the same formula, charge and spin = 69.2 kcal/mol
SMILES = CNC[C@@H](N)CO
HOMO level = -8.9 eV


[3]
Here is a structure of composition C18H15AsS4TcTe from the Open Molecules 2025 dataset. Energies are from ωB97M-V with the def2-TZVPD basis set.

Cartesian coordinates (Å):
Te1 1.47 0.21 0.06
Tc1 -0.15 -2.03 0.24
As1 2.88 -2.86 1.01
S1 1.38 -3.01 -0.82
S2 3.58 -0.72 0.50
S3 4.27 -4.09 1.63
S4 0.84 -2.35 2.08
C1 -1.78 -2.99 0.04
C2 -3.42 -4.71 -0.04
C3 1.43 1.29 -1.73
C4 1.25 2.86 -3.94
C5 1.73 3.22 3.11
C6 -0.59 2.54 2.99
C7 -4.39 -3.72 -0.29
C8 0.10 2.56 -3.21
C9 0.41 3.34 3.54
C10 0.17 1.76 -2.08
C11 1.05 1.53 1.60
C12 2.49 2.36 -3.55
C13 -0.28 1.61 2.01
C14 -2.74 -1.99 -0.21
C15 2.07 2.31 2.12
C16 -4.06 -2.36 -0.37
C17 2.60 1.55 -2.43
C18 -2.10 -4.36 0.13
H1 -0.86 2.96 -3.52
H2 3.37 2.59 -4.12
H3 1.18 3.48 -4.82
H4 -2.47 -0.93 -0.26
H5 0.16 4.05 4.31
H6 -3.72 -5.75 0.01
H7 -1.06 0.99 1.59
H8 3.10 2.23 1.80
H9 -1.61 2.64 3.34
H10 3.56 1.15 -2.13
H11 -0.73 1.55 -1.51
H12 -5.42 -4.02 -0.42
H13 2.50 3.85 3.55
H14 -1.35 -5.12 0.32
H15 -4.83 -1.62 -0.56

Summary:
LUMO level = -12.8 eV
Spin multiplicity = 1
Energy above the lowest of the compared OMol25 structures with the same formula, charge and spin = 10.8 kcal/mol
HOMO level = -18.4 eV
Charge = +3


[4]
Here is a cluster of 2 separate species, C2H9OS in total in a non-equilibrium geometry from the Open Molecules 2025 dataset. Energies are from ωB97M-V with the def2-TZVPD basis set.

Cartesian coordinates (Å):
S1 -0.41 -0.03 -0.35
O1 1.59 2.25 1.58
C1 -0.09 -0.99 -1.88
C2 -1.00 -1.50 0.66
H1 -2.07 -1.64 0.51
H2 2.26 2.93 1.60
H3 0.08 -2.04 -1.63
H4 -0.80 -1.30 1.71
H5 0.88 2.69 2.08
H6 -0.97 -0.90 -2.53
H7 0.77 -0.67 -2.47
H8 0.53 0.10 0.67
H9 -0.40 -2.37 0.45

Summary:
LUMO level = -4.6 eV
Spin multiplicity = 1
Energy above the lowest of the compared OMol25 structures with the same formula, charge and spin = 23.4 kcal/mol
HOMO level = -15.3 eV
Charge = +1


[5]
Here is an isolated molecule of C6H10 from the Open Molecules 2025 dataset. Energies are from ωB97M-V with the def2-TZVPD basis set.

Cartesian coordinates (Å):
C1 1.62 -0.39 0.55
C2 0.35 0.16 0.20
C3 -0.54 0.87 1.21
C4 -0.25 -0.28 -1.12
C5 0.49 1.68 0.52
C6 -0.60 -1.76 -0.99
H1 -1.58 1.02 0.91
H2 0.30 -2.29 -0.67
H3 0.49 -0.13 -1.92
H4 -1.14 0.31 -1.38
H5 1.80 -0.16 1.62
H6 0.21 2.32 -0.31
H7 -0.94 -2.21 -1.93
H8 -1.37 -1.92 -0.23
H9 -0.39 0.64 2.26
H10 1.36 2.02 1.08

Summary:
LUMO level = 0.3 eV
Spin multiplicity = 1
Energy above the lowest of the compared OMol25 structures with the same formula, charge and spin = 91.6 kcal/mol
HOMO level = -8.4 eV


[6]
Here is the ion C9H15N4 with charge +1 in a non-equilibrium geometry from the Open Molecules 2025 dataset. Energies are from ωB97M-V with the def2-TZVPD basis set.

Cartesian coordinates (Å):
N1 -1.84 0.87 -0.88
N2 -0.32 -1.00 1.71
N3 0.53 -0.16 -0.44
N4 -1.57 0.40 0.43
C1 1.14 2.14 0.23
C2 1.34 -1.03 -0.93
C3 1.96 0.89 -1.91
C4 -0.39 -0.36 0.61
C5 1.34 -2.47 -0.43
C6 -1.56 -0.87 2.41
C7 0.92 1.20 -0.97
C8 -2.53 -0.09 1.51
C9 2.17 -0.46 -1.94
H1 0.42 -2.63 0.06
H2 -0.02 1.55 -1.36
H3 -2.16 1.82 -0.98
H4 -2.41 0.23 -1.49
H5 -1.24 -0.42 3.29
H6 -2.01 -1.78 2.58
H7 2.08 2.07 0.76
H8 2.23 -2.66 0.25
H9 1.56 -3.17 -1.20
H10 -3.39 -0.70 1.12
H11 2.81 -1.01 -2.70
H12 2.44 1.70 -2.49
H13 -2.82 0.79 1.98
H14 1.02 3.26 -0.17
H15 0.29 1.87 0.96

Summary:
LUMO level = -4.3 eV
Spin multiplicity = 1
Energy above the lowest of the compared OMol25 structures with the same formula, charge and spin = 47.6 kcal/mol
SMILES = CC1=[N+](C2=NCCN2N)[C@@H](C)C=C1
HOMO level = -12.5 eV
Charge = +1


[7]
Here is an isolated molecule of C4H5IN4 in a non-equilibrium geometry from the Open Molecules 2025 dataset. Energies are from ωB97M-V with the def2-TZVPD basis set.

Cartesian coordinates (Å):
I1 -4.06 0.16 -0.05
N1 0.50 0.34 -0.35
N2 2.13 2.10 -0.15
N3 -1.36 -0.89 -0.11
N4 0.03 -0.81 -0.21
C1 -2.02 0.25 -0.05
C2 3.32 2.43 0.19
C3 -1.82 -2.23 0.12
C4 1.48 1.07 -0.15
H1 -2.08 -2.54 -0.98
H2 3.67 3.51 0.12
H3 -2.77 -2.29 0.66
H4 4.04 1.67 0.31
H5 -1.06 -2.78 0.66

Summary:
LUMO level (spin up / spin down) = -0.5 / -0.7 eV
Spin multiplicity = 1
Energy above the lowest of the compared OMol25 structures with the same formula, charge and spin = 130.9 kcal/mol
HOMO level (spin up / spin down) = -7.9 / -7.8 eV


[8]
Here is an isolated molecule of C4H8N4 in a non-equilibrium geometry from the Open Molecules 2025 dataset. Energies are from ωB97M-V with the def2-TZVPD basis set.

Cartesian coordinates (Å):
N1 -0.03 -0.24 1.92
N2 -0.88 1.89 1.92
N3 -0.48 0.55 -0.08
N4 0.29 -1.26 -1.41
C1 0.08 -0.62 -0.17
C2 -0.50 0.78 1.25
C3 0.37 -1.23 1.04
C4 0.16 -0.41 -2.56
H1 0.24 -0.19 2.89
H2 0.86 -2.26 1.13
H3 -0.19 2.51 2.32
H4 1.35 -1.73 -1.23
H5 1.09 0.22 -2.63
H6 -0.07 -0.87 -3.57
H7 -1.55 2.55 1.49
H8 -0.73 0.32 -2.30

Summary:
LUMO level = 0.9 eV
Spin multiplicity = 1
Energy above the lowest of the compared OMol25 structures with the same formula, charge and spin = 32.3 kcal/mol
SMILES = CNc1c[nH]c(N)n1
HOMO level = -7.1 eV


Which of these has the highest energy above the lowest of the compared OMol25 structures with the same formula, charge and spin? C29H75N12O15P3